Entry 1:
The following is a quantum chemistry calculation of a structure of composition C6H12ClN2Ti in a non-equilibrium geometry, from the Open Molecules 2025 dataset.

Each line ends with the Mulliken charge.
Geometry (Å):
C1 -2.163 -1.722 -2.272  -1.086
Ti1 -1.118 -0.667 -0.704  0.192
N1 0.289 0.165 -2.151  -0.737
H1 -1.774 -1.654 0.420  0.107
H2 -2.333 0.377 -1.004  0.194
H3 -3.152 -2.010 -1.868  0.323
H4 -1.572 -2.644 -2.443  0.355
H5 -2.247 -1.155 -3.217  0.334
H6 1.248 -0.136 -1.952  0.325
H7 0.271 1.191 -2.093  0.300
H8 0.078 -0.084 -3.125  0.321
Cl1 0.671 3.577 2.498  -0.154
C2 0.870 1.935 2.074  0.039
C3 1.899 1.182 2.630  -0.152
C4 2.023 -0.149 2.250  -0.673
C5 1.139 -0.688 1.327  -0.049
N2 0.175 0.079 0.788  -0.187
C6 -0.011 1.371 1.153  -0.173
H9 2.577 1.644 3.344  0.449
H10 2.801 -0.784 2.656  0.397
H11 1.169 -1.735 0.994  0.411
H12 -0.840 1.909 0.695  0.464

Cartesian forces (eV/Å) of the 3 atoms listed first:
0.8 0.2 0.8
-2.6 -0.3 -2.0
0.8 0.0 -0.5

The HOMO-LUMO gap comes out at 8.39 eV. The HOMO energy is -12.83 eV. Its charge is +1.


Entry 2:
The following is a quantum chemistry calculation of a structure of composition C23H32CrF6N6O11P2S3Se in a non-equilibrium geometry, from the Open Molecules 2025 dataset.

Each line ends with the Mulliken charge.
Geometry (Å):
Cr1 -0.992 -1.578 -0.366  0.184
S1 -4.103 0.205 2.261  -0.429
C1 -2.626 0.177 3.187  1.228
C2 -2.388 0.643 4.471  -0.587
C3 -1.102 0.557 4.972  -0.873
C4 -0.067 0.038 4.195  -0.940
C5 -0.306 -0.435 2.921  0.843
C6 -1.600 -0.386 2.407  -1.514
N1 -1.995 -0.787 1.150  0.964
C7 -3.253 -0.482 0.903  0.653
C8 -3.690 -0.564 -0.456  0.341
C9 -4.977 -0.287 -0.924  -0.775
C10 -5.211 -0.346 -2.281  -0.659
C11 -4.163 -0.655 -3.148  -1.014
C12 -2.890 -0.918 -2.674  -0.244
C13 -2.620 -0.884 -1.312  0.897
H1 -3.191 1.071 5.054  0.430
H2 -0.895 0.900 5.976  0.431
H3 0.935 -0.019 4.597  0.463
H4 0.480 -0.849 2.311  -0.189
H5 -5.762 -0.028 -0.222  0.386
H6 -6.202 -0.150 -2.669  0.399
H7 -4.353 -0.705 -4.213  0.422
H8 -2.094 -1.167 -3.362  0.396
C14 0.480 3.350 1.276  -0.754
N2 -0.651 3.301 0.367  0.415
C15 -1.934 3.148 1.036  -0.959
P1 -0.523 2.608 -1.150  -0.026
O1 -1.567 1.652 -1.512  -0.615
O2 0.994 2.069 -1.236  -0.160
P2 1.518 0.538 -0.767  -0.989
O3 0.327 -0.003 -0.037  1.840
N3 2.738 1.031 0.229  0.954
C16 3.081 0.429 1.502  -0.977
C17 3.712 1.977 -0.279  -1.265
N4 2.148 0.187 -2.254  0.473
C18 1.212 0.019 -3.363  -0.676
C19 3.400 -0.529 -2.413  -1.146
N5 -0.522 3.906 -2.204  0.093
C20 0.380 5.016 -1.994  -0.999
C21 -0.790 3.612 -3.601  -1.026
H9 0.396 4.244 1.903  0.456
H10 1.406 3.401 0.711  0.187
H11 0.519 2.467 1.926  0.104
H12 -2.243 4.103 1.473  0.409
H13 -1.885 2.402 1.836  0.182
H14 -2.674 2.836 0.303  0.352
H15 2.543 -0.499 1.643  0.182
H16 2.853 1.119 2.322  0.194
H17 4.148 0.191 1.529  0.272
H18 3.381 2.351 -1.245  0.261
H19 4.701 1.519 -0.388  0.421
H20 3.801 2.821 0.414  0.389
H21 0.247 0.443 -3.083  -0.053
H22 1.053 -1.033 -3.593  0.226
H23 1.607 0.535 -4.243  0.321
H24 3.943 -0.531 -1.472  0.336
H25 3.998 -0.014 -3.172  0.341
H26 3.237 -1.564 -2.715  0.301
H27 0.515 5.158 -0.924  0.224
H28 -0.071 5.917 -2.418  0.373
H29 1.358 4.858 -2.467  0.244
H30 -1.462 2.758 -3.653  0.221
H31 0.124 3.387 -4.164  0.286
H32 -1.277 4.476 -4.059  0.391
O4 0.060 -2.282 -1.894  -0.486
Se1 -0.868 -3.660 -1.935  1.446
O5 -0.001 -4.964 -1.677  -0.720
O6 -1.952 -3.283 -0.731  -0.499
O7 -1.612 -3.763 -3.345  -0.847
F1 2.098 -5.712 -0.245  -0.139
C22 2.690 -4.555 -0.140  0.376
F2 3.111 -4.185 -1.357  -0.190
F3 3.809 -4.708 0.596  -0.229
S2 1.774 -3.059 0.601  1.490
O8 0.347 -3.247 0.582  -0.712
O9 2.368 -1.984 -0.140  -1.024
N6 2.270 -2.922 2.103  -0.464
S3 1.789 -4.134 3.018  0.874
O10 2.501 -4.151 4.257  -0.747
O11 1.696 -5.348 2.269  -0.639
C23 0.018 -3.801 3.628  0.632
F4 -0.471 -4.980 4.025  -0.273
F5 0.096 -3.022 4.721  -0.248
F6 -0.880 -3.242 2.825  -0.220

Cartesian forces (eV/Å) of the 3 atoms listed first:
0.2 -0.2 -1.2
0.1 -0.1 -0.2
0.1 -0.2 -0.4

Its spin multiplicity is 2. The HOMO-LUMO gap (alpha / beta) comes out at 8.09 / 7.64 eV. As for the expectation value of S²: 0.76. The HOMO energy (alpha / beta) is -6.01 / -5.57 eV. Its charge is -1. Its energy above the lowest of the compared OMol25 structures with the same formula, charge and spin is 53.49 kcal/mol.


Entry 3:
The following is a quantum chemistry calculation of an isolated molecule of C3H3N3O2 in a non-equilibrium geometry, from the Open Molecules 2025 dataset.

Each line ends with the Mulliken charge.
Geometry (Å):
C1 0.207 0.046 -2.158  0.226
C2 0.152 0.352 0.120  0.633
C3 -1.131 -0.151 1.657  0.052
H1 0.237 0.737 -3.115  0.279
H2 -1.743 -0.937 2.395  0.250
H3 0.535 -0.130 3.229  0.312
N1 -1.187 0.116 0.438  -0.491
N2 0.090 -0.150 2.177  -0.002
N3 1.021 0.284 1.133  -0.530
O1 0.456 -1.224 -2.241  -0.474
O2 0.311 0.861 -1.066  -0.255

Cartesian forces (eV/Å) of the 3 atoms listed first:
3.2 -4.4 -2.7
-1.5 -0.3 4.2
-1.7 -4.8 6.2

As for the SMILES: O=COc1nc[nH]n1. The HOMO-LUMO gap comes out at 11.10 eV. The HOMO energy is -10.45 eV. Its energy above the lowest of the compared OMol25 structures with the same formula, charge and spin is 93.43 kcal/mol.


Entry 4:
The following is a quantum chemistry calculation of an isolated molecule of C9H14N2S in a non-equilibrium geometry, from the Open Molecules 2025 dataset.

Each line ends with the Mulliken charge.
Geometry (Å):
C1 -3.103 0.266 -0.019  0.456
C2 -0.993 -0.188 -0.528  -0.358
C3 -1.367 -1.438 -0.111  -0.255
C4 0.354 0.262 -1.046  0.606
C5 1.422 -0.856 -1.200  -0.982
C6 2.426 -0.883 -0.036  -0.608
C7 1.770 -0.539 1.295  -0.514
C8 1.189 0.893 1.271  -0.725
C9 0.906 1.386 -0.156  -1.114
H1 -4.214 1.893 -0.247  0.270
H2 -5.111 0.512 0.064  0.259
H3 -0.779 -2.345 -0.075  0.383
H4 0.149 0.697 -2.037  0.467
H5 0.916 -1.834 -1.314  0.336
H6 1.959 -0.701 -2.177  0.260
H7 3.218 -0.158 -0.240  0.319
H8 2.899 -1.903 -0.005  0.343
H9 0.962 -1.269 1.512  0.243
H10 2.490 -0.656 2.111  0.379
H11 1.866 1.591 1.747  0.410
H12 0.264 0.930 1.844  0.301
H13 1.852 1.769 -0.634  0.356
H14 0.174 2.230 -0.130  0.487
N1 -4.235 1.007 0.204  -0.485
N2 -1.993 0.769 -0.474  -0.582
S1 -3.023 -1.434 0.382  -0.251

Cartesian forces (eV/Å) of the 3 atoms listed first:
0.8 -0.3 -0.1
-0.1 -0.7 0.2
0.3 0.6 -0.3

As for the SMILES: Nc1nc(C2CCCCC2)cs1. The HOMO-LUMO gap comes out at 8.82 eV. The HOMO energy is -8.12 eV. Its energy above the lowest of the compared OMol25 structures with the same formula, charge and spin is 0.00 kcal/mol.


Entry 5:
The following is a quantum chemistry calculation of a structure of composition C34H31Cl5N5O2P2Pd in a non-equilibrium geometry, from the Open Molecules 2025 dataset.

Each line ends with the Mulliken charge.
Geometry (Å):
Pd1 -1.221 0.277 0.160  -0.522
C1 2.341 -0.547 -0.141  -0.039
C2 2.067 -0.525 1.364  -2.128
P1 0.276 -0.491 1.832  1.145
C3 -0.220 -2.269 1.857  0.703
C4 -1.587 -2.539 1.833  -0.689
C5 -2.059 -3.840 1.813  -0.656
C6 -1.169 -4.904 1.802  -0.563
C7 0.193 -4.653 1.830  -0.617
C8 0.661 -3.346 1.865  -0.290
C9 0.516 -0.200 3.647  0.700
C10 -0.063 -0.986 4.640  -0.619
C11 0.068 -0.654 5.982  -0.680
C12 0.791 0.466 6.365  -0.547
C13 1.378 1.259 5.386  -0.785
C14 1.228 0.935 4.047  -0.286
C15 1.938 0.773 -0.832  -1.549
P2 0.265 0.710 -1.580  1.750
C16 0.584 -0.085 -3.199  0.418
C17 -0.501 -0.182 -4.074  -0.442
C18 -0.381 -0.841 -5.283  -0.574
C19 0.831 -1.425 -5.638  -0.580
C20 1.913 -1.335 -4.780  -0.696
C21 1.790 -0.666 -3.566  -0.127
C22 0.179 2.485 -2.131  0.440
C23 1.079 3.038 -3.041  -0.351
C24 0.999 4.372 -3.409  -0.631
C25 0.006 5.182 -2.869  -0.554
C26 -0.899 4.645 -1.966  -0.067
C27 -0.813 3.305 -1.604  -1.103
H1 1.853 -1.415 -0.591  -0.404
H2 3.418 -0.688 -0.282  0.552
H3 2.533 0.366 1.794  0.659
H4 2.533 -1.376 1.862  0.785
H5 -2.290 -1.712 1.794  0.341
H6 -3.126 -4.019 1.766  0.411
H7 -1.534 -5.922 1.747  0.337
H8 0.899 -5.473 1.798  0.369
H9 1.729 -3.191 1.864  0.257
H10 -0.624 -1.870 4.362  0.336
H11 -0.393 -1.283 6.733  0.405
H12 0.902 0.716 7.413  0.378
H13 1.955 2.134 5.667  0.451
H14 1.664 1.584 3.296  0.127
H15 2.692 1.097 -1.554  0.766
H16 1.849 1.563 -0.078  0.498
H17 -1.459 0.237 -3.781  0.399
H18 -1.241 -0.931 -5.935  0.427
H19 0.919 -1.970 -6.570  0.374
H20 2.852 -1.808 -5.038  0.393
H21 2.637 -0.642 -2.894  0.106
H22 1.846 2.410 -3.481  0.288
H23 1.704 4.779 -4.123  0.402
H24 -0.067 6.223 -3.162  0.367
H25 -1.685 5.263 -1.548  0.442
H26 -1.517 2.873 -0.894  0.378
N1 0.381 3.932 1.133  -0.239
N2 -0.025 4.154 2.470  -0.281
C28 -1.114 3.446 2.931  0.387
N3 -1.319 3.580 4.262  -0.462
N4 -1.785 2.800 2.008  -0.331
N5 -2.769 1.893 2.361  1.106
O1 -3.328 1.890 3.465  -0.780
O2 -3.095 1.156 1.454  -0.641
H27 1.142 4.567 0.937  0.239
H28 -0.387 4.077 0.481  0.076
H29 -0.036 5.116 2.790  0.254
H30 -0.473 3.631 4.808  0.245
H31 -2.065 3.000 4.624  0.333
Cl1 -2.955 -1.346 -1.282  -0.190
C29 -1.893 -2.533 -2.137  0.952
C30 -0.657 -2.811 -1.626  -0.547
C31 0.096 -3.673 -2.378  0.617
Cl2 1.753 -4.097 -1.820  -0.239
C32 -0.317 -4.237 -3.577  -0.624
Cl3 0.691 -5.317 -4.493  -0.224
C33 -1.588 -3.915 -4.055  0.660
Cl4 -2.144 -4.574 -5.557  -0.224
C34 -2.395 -3.046 -3.325  -0.767
Cl5 -3.957 -2.602 -3.953  -0.225

Cartesian forces (eV/Å) of the 3 atoms listed first:
1.2 -0.1 0.0
0.1 0.1 0.0
0.0 0.0 0.0

The HOMO-LUMO gap comes out at 5.54 eV. The HOMO energy is -3.39 eV. Its charge is -1.


Entry 6:
The following is a quantum chemistry calculation of an isolated molecule of C18H20ClFN4O2, from the Open Molecules 2025 dataset.

Each line ends with the Mulliken charge.
Geometry (Å):
C1 3.176 -5.538 0.651  -0.672
O1 1.879 -4.988 0.418  -0.389
C2 1.747 -3.671 0.637  0.557
C3 0.441 -3.120 0.405  -0.563
C4 0.236 -1.810 0.608  -0.040
C5 1.343 -0.976 1.044  0.524
N1 1.380 0.313 1.228  -0.605
C6 0.207 1.043 1.228  0.427
O2 -0.884 0.626 1.578  -0.649
C7 0.399 2.479 0.789  -0.922
C8 0.898 2.552 -0.642  0.118
C9 -0.040 2.065 -1.764  -0.713
N2 0.395 3.208 -2.584  0.026
C10 -0.620 3.862 -3.375  -1.276
C11 -0.072 5.033 -4.154  0.412
C12 1.295 5.170 -4.369  -0.408
C13 1.805 6.240 -5.085  -0.890
C14 0.928 7.175 -5.589  0.695
F1 1.438 8.217 -6.284  -0.352
C15 -0.447 7.100 -5.426  0.140
C16 -1.366 8.135 -6.003  -1.646
C17 -0.908 6.003 -4.699  0.597
Cl1 -2.633 5.841 -4.498  -0.241
C18 0.865 3.907 -1.372  -0.935
N3 2.506 -1.651 1.223  0.161
N4 2.749 -2.966 1.027  -0.908
H1 3.087 -6.596 0.427  0.246
H2 3.913 -5.069 -0.001  0.302
H3 3.475 -5.389 1.688  0.301
H4 -0.345 -3.783 0.071  0.430
H5 -0.725 -1.344 0.467  0.502
H6 -0.557 2.993 0.893  0.456
H7 1.126 2.948 1.457  0.351
H8 1.878 2.083 -0.727  0.330
H9 0.135 1.083 -2.207  0.341
H10 -1.094 2.143 -1.458  0.350
H11 -1.039 3.127 -4.070  0.414
H12 -1.456 4.205 -2.745  0.536
H13 1.953 4.414 -3.964  0.510
H14 2.866 6.357 -5.257  0.419
H15 -1.962 8.600 -5.217  0.352
H16 -0.803 8.906 -6.519  0.363
H17 -2.064 7.680 -6.707  0.343
H18 0.094 4.571 -0.953  0.291
H19 1.795 4.465 -1.482  0.395
H20 3.306 -1.111 1.513  0.317

Cartesian forces (eV/Å) of the 3 atoms listed first:
0.0 0.0 0.0
0.0 0.0 0.0
0.0 0.0 0.0

As for the SMILES: COc1cc/c(=N\C(=O)CC2CN(Cc3ccc(F)c(C)c3Cl)C2)[nH]n1. The HOMO-LUMO gap comes out at 8.60 eV. The HOMO energy is -8.66 eV. Its energy above the lowest of the compared OMol25 structures with the same formula, charge and spin is 0.34 kcal/mol.


What did the first record say?
The following is a quantum chemistry calculation of a structure of composition C6H12ClN2Ti in a non-equilibrium geometry, from the Open Molecules 2025 dataset.

Each line ends with the Mulliken charge.
Geometry (Å):
C1 -2.163 -1.722 -2.272  -1.086
Ti1 -1.118 -0.667 -0.704  0.192
N1 0.289 0.165 -2.151  -0.737
H1 -1.774 -1.654 0.420  0.107
H2 -2.333 0.377 -1.004  0.194
H3 -3.152 -2.010 -1.868  0.323
H4 -1.572 -2.644 -2.443  0.355
H5 -2.247 -1.155 -3.217  0.334
H6 1.248 -0.136 -1.952  0.325
H7 0.271 1.191 -2.093  0.300
H8 0.078 -0.084 -3.125  0.321
Cl1 0.671 3.577 2.498  -0.154
C2 0.870 1.935 2.074  0.039
C3 1.899 1.182 2.630  -0.152
C4 2.023 -0.149 2.250  -0.673
C5 1.139 -0.688 1.327  -0.049
N2 0.175 0.079 0.788  -0.187
C6 -0.011 1.371 1.153  -0.173
H9 2.577 1.644 3.344  0.449
H10 2.801 -0.784 2.656  0.397
H11 1.169 -1.735 0.994  0.411
H12 -0.840 1.909 0.695  0.464

Cartesian forces (eV/Å) of the 3 atoms listed first:
0.8 0.2 0.8
-2.6 -0.3 -2.0
0.8 0.0 -0.5

The HOMO-LUMO gap comes out at 8.39 eV. The HOMO energy is -12.83 eV. Its charge is +1.